Below is a molecular structure, C38H53IrN4O4S4SbTe in a non-equilibrium geometry, with properties calculated with wB97M-V/def2-TZVPD.

net charge: -2
LUMO level (spin up / spin down): 0.139 / 0.098 hartree
spin multiplicity: 6
relative energy (zero: lowest compared OMol25 entry of this formula, charge and spin): 0.0 kJ/mol
⟨S²⟩: 8.79

```
106
C38H53IrN4O4S4SbTe (wB97M-V/def2-TZVPD)
Ir -1.22139 -0.15994 1.46462
O -4.65914 5.62372 0.23037
C -4.15345 4.55532 0.47303
S -3.70203 3.35927 -0.81385
C -2.88247 2.30847 0.24794
C -2.94828 2.53847 1.68036
S -2.23041 1.51845 2.83028
S -3.73213 3.99334 2.12633
S -1.96982 1.02746 -0.44454
N -2.57043 -1.77657 1.73511
C -2.95818 -2.60345 2.52639
N -3.48201 -3.44675 3.40271
C -2.68775 -4.11721 4.25627
N -2.03233 -4.76102 5.03113
O 2.30589 -1.41000 0.30114
C 1.40594 -2.02613 -0.36497
O 0.16675 -1.73079 -0.45634
H 1.80029 -2.92213 -0.90583
C 2.11135 -0.99815 3.86645
C 0.73720 -0.75556 3.18035
O -0.27612 -1.41498 3.41313
N 0.52768 0.14110 2.12544
Te 2.61362 1.09309 0.96908
C 4.57049 1.94197 0.81427
C 5.47464 1.86088 1.89309
C 5.27635 0.98554 3.14065
C 6.64256 2.60530 1.77988
C 6.97736 3.35741 0.64190
C 8.32004 4.03326 0.41619
C 6.03170 3.42003 -0.39188
C 4.85589 2.66576 -0.36101
C 3.92819 2.67150 -1.55501
C 1.46287 2.96550 1.10275
C 0.66702 3.38818 0.00279
C 0.57708 2.63862 -1.34073
C -0.14759 4.51318 0.14934
C -0.22888 5.23193 1.35333
C -1.05785 6.50369 1.46496
C 0.56660 4.78011 2.43359
C 1.37920 3.64082 2.33543
C 2.13406 3.14856 3.56444
H 1.90707 -1.72992 4.64161
H 2.52333 -0.09574 4.32666
H 2.80557 -1.43281 3.12937
H 4.44280 0.30100 3.06663
H 5.20016 1.60716 4.06694
H 6.16697 0.34964 3.25140
H 7.34765 2.54515 2.59196
H 8.98969 3.78980 1.25510
H 8.24134 5.13412 0.32301
H 8.80545 3.67687 -0.53072
H 6.21816 4.02887 -1.28374
H 4.49227 2.92342 -2.47612
H 3.15367 3.43937 -1.39536
H 3.41892 1.70583 -1.71760
H 0.69890 1.57165 -1.17920
H 1.34863 2.97303 -2.02797
H -0.39743 2.84396 -1.78724
H -0.83149 4.72160 -0.67362
H -1.71301 6.57665 0.60357
H -0.39669 7.40600 1.48069
H -1.64693 6.50538 2.39897
H 0.52022 5.36827 3.36184
H 1.71616 3.70148 4.41632
H 3.20745 3.34049 3.50990
H 1.94974 2.07108 3.73258
C -2.13801 -3.18828 -4.74405
C -1.53151 -2.21005 -3.73706
C -0.01259 -2.30212 -3.65030
C -1.96105 -0.75919 -3.99007
Sb -2.31075 -2.69795 -1.61441
C -4.62459 -2.52445 -1.56745
C -4.86619 -1.02327 -1.58465
C -5.15714 -3.17100 -0.29408
C -5.09332 -3.24822 -2.84316
C -1.68100 -4.84664 -1.00470
C -0.27248 -4.85271 -0.41852
C -1.71153 -5.65020 -2.30013
C -2.59812 -5.44176 0.06963
H -1.47382 -3.29066 -5.63554
H -3.14431 -2.86291 -5.02647
H -2.28650 -4.19277 -4.34873
H 0.44645 -2.19319 -4.66365
H 0.29950 -3.28020 -3.28134
H 0.39037 -1.56747 -2.95130
H -1.52449 -0.41204 -4.95120
H -1.56307 -0.10684 -3.22044
H -3.06052 -0.65475 -4.06030
H -4.28240 -0.49863 -0.81387
H -5.94012 -0.79868 -1.35400
H -4.63920 -0.57618 -2.57284
H -4.62968 -2.78361 0.58699
H -5.06285 -4.26083 -0.29908
H -6.23563 -2.94349 -0.09509
H -4.84185 -2.67929 -3.74829
H -6.19862 -3.41503 -2.82512
H -4.58307 -4.22635 -2.90554
H 0.46263 -4.55823 -1.17589
H -0.01523 -5.86701 -0.01191
H -0.22531 -4.12003 0.38833
H -0.93311 -5.32727 -2.99970
H -2.71385 -5.58767 -2.78358
H -1.54362 -6.72962 -2.02461
H -2.85975 -4.72808 0.83348
H -2.09625 -6.30142 0.56621
H -3.54850 -5.83253 -0.35117
```

---

Below is a molecular structure, CH4OTl in a non-equilibrium geometry, with properties calculated with wB97M-V/def2-TZVPD.

net charge: +3
LUMO level: -0.867 hartree
relative energy (zero: lowest compared OMol25 entry of this formula, charge and spin): 107.9 kJ/mol

```
7
CH4OTl (wB97M-V/def2-TZVPD)
Tl -0.60255 -2.62344 -1.76756
C 0.16105 0.68381 0.08705
O -0.10925 -0.59986 0.47268
H -0.63650 1.03578 -0.66014
H 0.32683 1.33457 0.95479
H 1.11358 0.74585 -0.56266
H -0.25316 -0.57670 1.47583
```

---

Below is a single C5H11N3 molecule in a non-equilibrium geometry, with properties calculated with wB97M-V/def2-TZVPD.

LUMO level: 0.032 hartree
relative energy (zero: lowest compared OMol25 entry of this formula, charge and spin): 400.4 kJ/mol

```
19
C5H11N3 (wB97M-V/def2-TZVPD)
H -2.43724 -1.54644 0.02942
N -2.21464 -1.02440 -0.83425
N -1.17731 -0.49559 -1.06218
C 0.41049 -0.90624 -0.24129
C 1.51438 -0.61736 -1.22814
C 0.01529 0.08496 0.76039
C -0.41312 -0.50331 2.07872
N -0.43174 1.28935 0.53029
C 0.04373 2.13046 -0.53519
H 0.43620 -1.92114 0.16710
H 2.46703 -0.43642 -0.72457
H 1.28367 0.23439 -1.85820
H 1.64563 -1.47534 -1.89066
H -0.40208 0.26784 2.84784
H 0.22672 -1.33017 2.38074
H -1.44290 -0.87482 2.00583
H 1.13077 2.25317 -0.50166
H -0.40854 3.11601 -0.40123
H -0.24633 1.75506 -1.52296
```